1.
Here is 2 unconnected molecules or ions with the total composition C3H7NO3 in a non-equilibrium geometry from the Open Molecules 2025 dataset. Energies are from ωB97M-V/def2-TZVPD.

Summary:
**E_HOMO (alpha / beta)**: -0.3010 / -0.2522 hartree
**Energy above the lowest of the compared OMol25 structures with the same formula, charge and spin**: 186.1 kcal per mole
**Frontier orbital gap (alpha / beta)**: 8.243 / 6.239 eV
**Total energy**: -10850.29565 eV
**LUMO (alpha / beta)**: 0.002 / -0.023 Ha

The geometry in ORCA input format:
```
! RIJCOSX wB97M-V def2-TZVPD def2/J DEFGRID3
* xyz 0 1
C 0.40 1.02 -0.43
C -1.86 0.59 -0.30
C -0.14 -1.14 0.63
N -0.44 0.16 -0.04
O 0.50 2.17 -0.65
O 2.37 -0.07 -0.48
O 2.80 -0.98 0.50
H -1.83 1.52 -0.68
H -2.42 -0.01 -0.96
H -2.47 0.73 0.56
H 0.71 -1.02 1.43
H -1.00 -1.61 1.06
H 0.30 -1.92 -0.10
H 3.08 0.56 -0.54
*
```

***

2.
Here is a molecular structure, C26H27FN7O5PbSSe4 from the Open Molecules 2025 dataset. Energies are from ωB97M-V/def2-TZVPD.

Summary:
**E_HOMO**: -0.1635 hartree
**Frontier orbital gap**: 5.927 eV
**Total energy**: -328258.44627 eV
**LUMO**: 0.054 Ha

The geometry in ORCA input format:
```
! RIJCOSX wB97M-V def2-TZVPD def2/J DEFGRID3
* xyz -1 1
Pb 1.02 1.43 0.70
N 6.93 -2.64 -2.29
C 6.21 -2.23 -1.16
C 4.82 -2.37 -1.11
C 4.12 -2.01 0.02
C 4.79 -1.49 1.12
C 6.17 -1.35 1.09
C 6.87 -1.72 -0.04
S 3.85 -0.96 2.53
O 4.78 -0.81 3.63
O 2.77 -1.90 2.68
N 3.19 0.43 2.06
C 3.91 1.51 1.77
N 5.26 1.59 1.85
C 5.80 2.74 1.50
C 5.09 3.84 1.05
C 3.72 3.67 0.95
N 3.14 2.54 1.31
H 6.38 -2.60 -3.14
H 7.80 -2.14 -2.41
H 4.30 -2.77 -1.97
H 3.04 -2.12 0.07
H 6.67 -0.93 1.95
H 7.95 -1.62 -0.07
H 6.89 2.79 1.57
H 5.57 4.76 0.76
H 3.04 4.43 0.56
C -4.55 2.76 1.16
C -4.45 2.90 -0.35
N -3.17 2.53 -0.93
C -2.15 3.45 -0.89
C -0.94 3.28 -1.45
C 0.19 4.20 -1.04
O 0.17 5.38 -1.37
O 1.05 3.62 -0.29
C -0.71 2.14 -2.33
O 0.30 1.98 -3.01
C -1.77 1.12 -2.27
C -1.58 -0.10 -2.92
C -2.40 -1.15 -2.66
F -2.22 -2.32 -3.33
C -3.37 -1.08 -1.65
C -3.67 0.16 -1.13
C -2.91 1.29 -1.47
N -3.85 -2.24 -1.02
C -3.16 -3.51 -1.13
C -3.28 -4.26 0.21
N -3.63 -3.25 1.23
C -5.01 -2.73 1.03
C -5.17 -2.33 -0.46
H -5.52 3.13 1.50
H -3.76 3.34 1.65
H -4.42 1.73 1.48
H -4.62 3.95 -0.63
H -5.22 2.32 -0.86
H -2.37 4.34 -0.32
H -0.73 -0.20 -3.60
H -4.38 0.24 -0.31
H -2.11 -3.31 -1.31
H -3.56 -4.13 -1.94
H -2.34 -4.71 0.50
H -4.07 -5.02 0.21
H -2.87 -2.47 1.10
H -3.49 -3.58 2.18
H -5.14 -1.88 1.70
H -5.71 -3.53 1.32
H -5.66 -1.37 -0.51
H -5.80 -3.06 -0.99
Se -0.69 2.75 2.46
Se -1.48 1.09 3.88
Se -2.72 -0.27 2.45
Se -1.09 -1.27 1.11
*
```

***

3.
Here is a molecular structure, C36H60CsN2PSi2Te in a non-equilibrium geometry from the Open Molecules 2025 dataset. Energies are from ωB97M-V/def2-TZVPD.

Summary:
**E_HOMO**: -0.2151 hartree
**Frontier orbital gap**: 5.892 eV
**Total energy**: -74173.89890 eV
**LUMO**: 0.001 Ha

The geometry in ORCA input format:
```
! RIJCOSX wB97M-V def2-TZVPD def2/J DEFGRID3
* xyz 0 1
Cs -0.25 -0.78 0.55
C 0.00 4.03 0.09
C -0.78 3.73 1.37
C 0.13 3.80 2.60
P -1.54 2.05 1.22
C -2.52 1.90 2.81
C -3.45 3.04 3.20
C -3.29 0.58 2.77
C -2.79 2.29 -0.08
C -3.68 3.37 -0.05
C -4.65 3.60 -1.01
C -5.57 4.78 -0.95
C -4.71 2.67 -2.05
C -3.84 1.61 -2.14
C -2.82 1.38 -1.18
N -1.92 0.36 -1.27
C -1.74 -0.22 -2.54
C -1.21 0.52 -3.62
C -0.88 1.98 -3.46
C -0.99 -0.10 -4.84
C -1.28 -1.44 -5.07
C -1.00 -2.09 -6.39
C -1.81 -2.16 -4.01
C -2.03 -1.58 -2.76
C -2.65 -2.42 -1.66
H 0.40 5.05 0.12
H -0.63 3.94 -0.79
H 0.84 3.35 -0.02
H -1.57 4.48 1.47
H 0.88 3.01 2.57
H -0.43 3.71 3.53
H 0.66 4.76 2.62
H -1.74 1.81 3.57
H -4.34 3.06 2.57
H -2.97 4.02 3.14
H -3.78 2.91 4.24
H -3.98 0.56 1.93
H -3.87 0.44 3.69
H -2.62 -0.28 2.68
H -3.61 4.08 0.77
H -5.53 5.27 0.03
H -6.61 4.50 -1.13
H -5.31 5.54 -1.70
H -5.47 2.78 -2.82
H -3.92 0.92 -2.97
H -0.61 2.21 -2.43
H -1.74 2.61 -3.71
H -0.05 2.26 -4.11
H -0.57 0.50 -5.65
H -0.95 -1.35 -7.20
H -1.77 -2.82 -6.65
H -0.04 -2.62 -6.39
H -2.07 -3.20 -4.15
H -3.17 -3.28 -2.08
H -3.34 -1.82 -1.06
H -1.88 -2.81 -0.98
C -3.33 -6.02 5.27
C -2.66 -4.98 4.42
C -2.37 -5.21 3.08
C -1.75 -4.22 2.33
N -1.42 -3.02 2.83
C -1.71 -2.80 4.11
C -2.32 -3.74 4.93
H -3.52 -6.93 4.71
H -4.29 -5.65 5.65
H -2.72 -6.26 6.14
H -2.61 -6.16 2.62
H -1.52 -4.39 1.29
H -1.44 -1.83 4.50
H -2.52 -3.49 5.97
C 6.34 0.83 1.60
Si 6.38 -0.99 1.95
C 8.14 -1.60 1.96
C 5.56 -1.35 3.58
C 5.45 -1.91 0.60
Te 3.36 -1.51 0.66
C 3.00 -1.81 -1.44
Si 3.25 -0.25 -2.47
C 2.75 -0.61 -4.22
C 5.05 0.24 -2.37
C 2.19 1.12 -1.78
H 6.83 1.39 2.40
H 5.32 1.20 1.51
H 6.86 1.07 0.66
H 8.72 -1.09 2.73
H 8.62 -1.42 1.00
H 8.18 -2.68 2.16
H 6.09 -0.85 4.40
H 5.54 -2.42 3.79
H 4.53 -0.99 3.59
H 5.58 -2.99 0.67
H 5.79 -1.58 -0.39
H 1.98 -2.19 -1.55
H 3.66 -2.62 -1.73
H 3.31 -1.45 -4.64
H 2.92 0.25 -4.86
H 1.68 -0.86 -4.27
H 5.71 -0.54 -2.74
H 5.33 0.47 -1.33
H 5.23 1.14 -2.96
H 1.14 0.82 -1.77
H 2.26 2.01 -2.41
H 2.50 1.39 -0.77
*
```

***

4.
Here is a single C4H7NO molecule in a non-equilibrium geometry from the Open Molecules 2025 dataset. Energies are from ωB97M-V/def2-TZVPD.

Summary:
**E_HOMO**: -0.3404 hartree
**Energy above the lowest of the compared OMol25 structures with the same formula, charge and spin**: 84.9 kcal per mole
**Frontier orbital gap**: 10.080 eV
**SMILES**: O=CN1CCC1
**Total energy**: -7795.96475 eV
**LUMO**: 0.030 Ha

The geometry in ORCA input format:
```
! RIJCOSX wB97M-V def2-TZVPD def2/J DEFGRID3
* xyz 0 1
O -2.46 -0.57 1.12
C -1.65 0.30 0.88
N -0.45 0.08 0.31
C 0.06 -1.16 -0.24
C 1.32 -0.56 -0.67
C 0.54 1.05 -0.15
H -1.82 1.38 1.10
H 0.23 -1.93 0.53
H -0.56 -1.57 -1.04
H 2.23 -0.58 -0.06
H 1.30 0.22 -1.61
H 0.13 1.81 -0.82
H 1.12 1.52 0.65
*
```